No. 1
Below is a single C3H6N2OS molecule at a distorted geometry, with properties calculated with the ωB97M-V functional and the def2-TZVPD basis.

**HOMO energy**: -8.567 eV
**DFT total energy**: -19069.53379 eV
**Maximum force**: 4.2 eV/A
**LUMO**: 0.836 eV

The geometry in ORCA input format:
```
! RIJCOSX wB97M-V def2-TZVPD def2/J DEFGRID3
* xyz 0 1
C 0.92069 0.15953 -0.16248
C -1.32216 0.51140 0.26786
C -1.42004 -0.94572 -0.19296
H 3.71793 -0.20533 0.28073
H 0.19825 1.98663 -0.16231
H -1.17871 0.47436 1.38175
H -2.24200 1.05481 -0.07173
H -2.09873 -1.52136 0.42206
H -1.72037 -0.94732 -1.23756
N 2.09155 0.50947 -0.10280
N -0.14841 1.04670 -0.35614
O 2.90124 -0.59784 0.00900
S 0.30076 -1.52531 -0.07540
*
```



No. 2
Below is a single C5H5N3O2 molecule at a distorted geometry, with properties calculated with the ωB97M-V functional and the def2-TZVPD basis.

**HOMO energy**: -9.404 eV
**DFT total energy**: -13827.14719 eV
**Maximum force**: 5.4 eV/A
**LUMO**: -1.014 eV

The geometry in ORCA input format:
```
! RIJCOSX wB97M-V def2-TZVPD def2/J DEFGRID3
* xyz 0 1
C 0.13859 -0.17102 -0.05283
C -0.41751 1.12775 0.23652
C -0.74587 -0.43705 -1.68069
C 1.46519 -2.13684 0.60966
C -0.16357 1.95892 1.47515
N -1.18326 1.58849 -0.69686
N -0.59665 -1.42723 -2.37540
N 0.85986 -0.94647 0.58355
O 2.44762 -2.48429 -0.02318
O -1.49884 0.67329 -1.69705
H 1.02497 -2.72263 1.53106
H -0.75248 1.55541 2.27786
H -0.51204 2.94055 1.21288
H 0.88836 1.97373 1.87615
H -0.95436 -1.49261 -3.27682
*
```



No. 3
Below is a 2-piece molecular cluster, C6H13NS overall at a distorted geometry, with properties calculated with the ωB97M-V functional and the def2-TZVPD basis.

**HOMO energy**: -8.850 eV
**DFT total energy**: -18754.71318 eV
**Maximum force**: 4.1 eV/A
**LUMO**: 0.836 eV

The geometry in ORCA input format:
```
! RIJCOSX wB97M-V def2-TZVPD def2/J DEFGRID3
* xyz 0 1
C 3.03789 1.11462 -1.69124
C 2.42936 -0.26496 -1.71696
C -1.10072 -0.90172 1.85191
C -1.78475 -0.92208 -0.56367
C -0.54348 1.05041 0.32721
C -1.13239 -0.13016 0.57917
N 3.53400 -0.02591 -0.81449
S 2.98636 -0.00486 0.92437
H 3.74513 1.32138 -2.42260
H 2.36992 1.81594 -1.23881
H 1.51627 -0.36436 -1.33700
H -2.08454 -1.17400 2.08572
H -0.72163 -0.32052 2.73732
H -0.50210 -1.85051 1.66279
H -1.38411 -1.96693 -0.65826
H -2.83118 -0.82063 -0.41437
H -1.58858 -0.42224 -1.45204
H -0.60555 1.60085 -0.70731
H 2.73710 -1.05640 -2.36277
H -0.14684 1.72347 1.09667
H 4.33328 -0.31112 1.30706
*
```



No. 4
Below is C3H3HgLiNaO3 as an isolated structure at a distorted geometry, with properties calculated with the ωB97M-V functional and the def2-TZVPD basis.

**HOMO energy (alpha / beta)**: -6.968 / -6.466 eV
**DFT total energy**: -18093.27077 eV
**Maximum force**: 3.0 eV/A
**LUMO (alpha / beta)**: -0.700 / -1.291 eV

The geometry in ORCA input format:
```
! RIJCOSX wB97M-V def2-TZVPD def2/J DEFGRID3
* xyz 0 2
O -0.68996 -2.13027 -1.51291
Hg -0.45738 -2.62768 0.96308
C 0.04943 -1.22539 -1.03616
O -0.07759 0.03174 -1.42258
C 0.96325 1.03167 -1.05808
H 0.83760 1.84819 -1.79551
H 1.90286 0.54403 -1.37917
Li -0.17464 1.89448 0.65896
C -1.26649 -0.16126 1.62811
O -0.41268 0.49393 2.31774
Na 1.55813 -0.11507 1.22778
H -2.23253 0.41561 1.40873
*
```



No. 5
Below is a single C18H27N3O4 molecule, with properties calculated with the ωB97M-V functional and the def2-TZVPD basis.

**HOMO energy**: -8.322 eV
**DFT total energy**: -31766.80196 eV
**Maximum force**: 0.7 eV/A
**LUMO**: 0.514 eV

The geometry in ORCA input format:
```
! RIJCOSX wB97M-V def2-TZVPD def2/J DEFGRID3
* xyz 0 1
C -1.55383 3.13344 -6.06576
C -2.51322 3.52355 -4.95152
H -3.51198 3.12097 -5.13081
H -2.55915 4.61279 -4.85325
O -2.10785 2.96426 -3.69770
C -1.19350 3.63120 -2.99668
O -0.69776 4.67353 -3.33362
C -0.90119 2.91775 -1.68636
C -1.90961 3.40021 -0.63390
H -1.74394 4.46199 -0.44636
H -2.92732 3.28025 -1.00575
C -1.74416 2.57488 0.65176
N -0.35238 2.21892 0.85655
C -0.00282 0.93400 1.13438
C -0.81267 0.04008 1.77037
C -0.39842 -1.30261 2.04839
O -1.10567 -2.12189 2.60490
N 0.90757 -1.63795 1.64065
C 1.75236 -0.76424 1.01948
O 2.88130 -1.02517 0.66058
N 1.24985 0.50297 0.78242
H 1.88698 1.10486 0.28191
C 1.42435 -2.99112 1.88170
C 0.60167 -4.04540 1.14218
C 1.23588 -5.41789 1.34388
C 1.31964 -5.75095 2.83019
C 2.12363 -4.68603 3.56966
C 1.49185 -3.31141 3.37412
H 0.48356 -3.30511 3.78812
H 2.08190 -2.54686 3.88527
H 2.16447 -4.92180 4.63488
H 3.14789 -4.67347 3.18864
H 0.31113 -5.79322 3.24627
H 1.78355 -6.73017 2.96699
H 0.64434 -6.17439 0.82433
H 2.24013 -5.42185 0.91275
H -0.41512 -4.04665 1.53493
H 0.56295 -3.79862 0.07829
H 2.44134 -2.98473 1.47430
H -1.79074 0.30633 2.12703
C 0.56872 3.19892 0.32603
H 1.57802 3.02315 0.70011
C 0.52703 3.21509 -1.20881
H 0.82619 4.19786 -1.57724
H 1.21167 2.47609 -1.62784
H 0.25175 4.17033 0.71635
H -2.32550 1.65608 0.56582
H -2.11854 3.14295 1.51198
H -1.05279 1.84637 -1.84434
H -1.92084 3.51805 -7.01272
H -1.47103 2.05120 -6.12955
H -0.56970 3.55346 -5.87301
*
```



No. 6
Below is a single H3N3O4 molecule at a distorted geometry, with properties calculated with the ωB97M-V functional and the def2-TZVPD basis.

**HOMO energy**: -10.555 eV
**DFT total energy**: -12699.80302 eV
**Maximum force**: 5.3 eV/A
**LUMO**: -0.069 eV

The geometry in ORCA input format:
```
! RIJCOSX wB97M-V def2-TZVPD def2/J DEFGRID3
* xyz 0 1
N -1.01784 -1.09640 -0.23198
N -0.02856 -0.03703 -0.21678
N 1.30105 -0.30558 0.10623
O 1.46712 -1.49544 0.39741
O 2.07706 0.64824 0.06379
O -0.95500 1.78249 0.57857
O -0.39188 1.08298 -0.55023
H -0.77863 -1.63035 -1.12127
H -0.65817 -1.70436 0.55808
H -1.01516 2.75546 0.41618
*
```



No. 7
Below is C13H17MnN5O6 as an isolated structure at a distorted geometry, with properties calculated with the ωB97M-V functional and the def2-TZVPD basis.

**HOMO energy (alpha / beta)**: -12.310 / -12.338 eV
**DFT total energy**: -64810.15719 eV
**Maximum force**: 2.7 eV/A
**LUMO (alpha / beta)**: -5.594 / -4.167 eV

The geometry in ORCA input format:
```
! RIJCOSX wB97M-V def2-TZVPD def2/J DEFGRID3
* xyz 1 5
Mn -1.15897 1.34922 0.77524
O -3.60938 3.13734 3.51968
C -2.96394 2.41232 2.76755
O -1.91439 2.69948 2.05660
C -3.34642 0.94647 2.54986
C -4.47780 0.29530 3.01017
C -4.63788 -1.05117 2.70547
C -3.71063 -1.74299 1.91328
C -2.60930 -1.00535 1.49616
N -2.46248 0.31265 1.77154
C -1.46892 -1.60085 0.68085
O -1.41456 -2.79387 0.34824
O -0.58915 -0.69416 0.41593
H -5.19284 0.88402 3.62493
H -5.51430 -1.56443 3.11481
H -3.86376 -2.80246 1.61559
N 0.76814 1.88941 0.02998
C 0.73719 1.36748 -1.38509
C 1.97462 1.75612 -2.17678
C 3.15508 0.78830 -2.01862
C 2.93623 -0.65002 -2.54440
N 2.07530 -1.47788 -1.66814
C 2.41421 -1.97886 -0.47285
N 3.62848 -1.71088 0.02701
N 1.56291 -2.76220 0.20207
C -0.66506 1.70700 -1.98080
O -0.79283 1.64152 -3.20542
O -1.58711 1.90366 -1.11864
H 0.80603 2.91159 0.13305
H 1.57604 1.54559 0.53050
H 0.68448 0.28434 -1.31535
H 2.24014 2.77188 -1.87184
H 1.73887 1.84294 -3.24501
H 3.54077 0.74455 -0.99914
H 3.96234 1.20022 -2.61508
H 3.90224 -1.15693 -2.65585
H 2.52106 -0.64268 -3.55869
H 1.16728 -1.72645 -2.04028
H 4.31003 -1.19442 -0.50711
H 3.92647 -2.06855 0.92468
H 0.54001 -2.71143 0.02901
H 1.81180 -3.05579 1.13686
*
```



Question: Number 2 is which compound?
Answer: C5H5N3O2